The following is a DFT calculation (wB97M-V/def2-TZVPD) of a structure of composition C24H24N3O2SV at a distorted geometry.

ΔE to the lowest compared entry with this formula, charge and spin ... 36.5 kcal per mole
<S²> ... 2.025
Total energy ... -70366.9953 eV

Geometry as ORCA input:
```
! RIJCOSX wB97M-V def2-TZVPD def2/J DEFGRID3
* xyz 0 3
V 0.14 -0.16 0.14
S 1.64 1.64 -0.17
O 1.15 -0.92 -0.91
O 2.44 -2.35 -1.98
N -1.12 1.16 1.01
N 0.65 -0.59 1.82
N -1.48 -1.23 0.21
C 3.14 -2.08 3.72
C 1.15 -1.05 2.76
C 1.78 -0.38 4.99
C -1.83 3.51 0.74
C 4.50 -0.47 -2.14
C -3.15 -2.72 0.31
C 3.08 1.10 -0.96
C 4.12 2.03 -1.03
C 0.83 -2.68 4.53
C -3.60 -1.56 0.93
C -2.54 -0.65 0.85
C -3.42 5.31 0.85
C 2.25 -1.25 -1.50
C 1.72 -1.55 3.99
C -1.84 -2.48 -0.12
C 3.28 -0.17 -1.53
C -1.88 3.56 -0.65
C -0.92 2.53 1.44
C -2.61 4.38 1.48
C -3.45 5.38 -0.53
C 5.51 0.47 -2.21
C 5.32 1.72 -1.64
C -2.30 0.67 1.25
C -2.69 4.49 -1.28
H -2.72 4.54 -2.36
H 3.58 -2.45 4.65
H 0.78 0.02 5.16
H -4.02 5.98 1.44
H 3.12 -2.89 2.99
H 0.78 -3.50 3.82
H 6.10 2.46 -1.68
H 2.19 -0.71 5.93
H 0.13 2.81 1.25
H 2.40 0.42 4.59
H 3.95 3.00 -0.59
H -1.28 2.87 -1.24
H -4.07 6.11 -1.02
H -0.18 -2.31 4.70
H 4.63 -1.45 -2.57
H 6.44 0.22 -2.69
H -2.60 4.32 2.56
H -4.55 -1.40 1.40
H -3.08 1.26 1.74
H -1.09 2.60 2.52
H 1.22 -3.05 5.47
H -1.17 -3.15 -0.63
H 3.77 -1.28 3.33
H -3.70 -3.64 0.17
*
```

These are the Mulliken partial charges, in e, on atoms 1 to 5: atom 1 (V): 0.8568, atom 2 (S): -0.4837, atom 3 (O): -0.3908, atom 4 (O): -0.6712, atom 5 (N): 0.6957

***

The following is a DFT calculation (wB97M-V/def2-TZVPD) of a cluster of 2 separate species, CClNO4 in total at a distorted geometry.

ΔE to the lowest compared entry with this formula, charge and spin ... 5.6 kcal per mole
Total energy ... -23236.1733 eV
Structure (SMILES) ... O=[N+]([O-])Cl.O=C=O

Geometry as ORCA input:
```
! RIJCOSX wB97M-V def2-TZVPD def2/J DEFGRID3
* xyz 0 1
Cl -2.89 0.81 -0.86
O -1.07 0.98 0.97
O 2.56 -0.54 1.04
O 1.62 -0.36 -0.99
O -0.88 -0.72 -0.30
N -1.44 0.23 0.12
C 2.10 -0.40 0.02
*
```

These are the Mulliken partial charges, in e, on atoms 1 to 5: atom 1 (Cl): -0.0474, atom 2 (O): -0.4387, atom 3 (O): -0.3306, atom 4 (O): -0.3168, atom 5 (O): -0.4136

***

The following is a DFT calculation (wB97M-V/def2-TZVPD) of an isolated molecule of C6H9FN2O2 at a distorted geometry.

ΔE to the lowest compared entry with this formula, charge and spin ... 64.1 kcal per mole
Total energy ... -16155.6015 eV

Geometry as ORCA input:
```
! RIJCOSX wB97M-V def2-TZVPD def2/J DEFGRID3
* xyz 0 1
F 2.10 0.76 2.01
O 2.34 2.64 -0.77
O -1.58 0.53 0.40
N 2.01 0.07 0.79
N 0.15 1.72 -0.43
C 1.40 1.98 -0.53
C 0.04 -1.15 1.89
C -0.81 2.36 -1.31
C -0.41 0.59 0.25
C 0.65 -0.47 0.64
C 0.59 -1.38 -0.67
H -1.87 2.60 -0.74
H 0.57 -1.97 2.51
H -0.35 3.30 -1.62
H -0.91 1.81 -2.23
H 1.64 -1.73 -0.74
H 0.21 -0.69 -1.48
H -0.15 -0.42 2.76
H -0.90 -1.67 1.64
H -0.09 -2.20 -0.40
*
```

These are the Mulliken partial charges, in e, on atoms 1 to 5: atom 1 (F): -0.2171, atom 2 (O): -0.3878, atom 3 (O): -0.5168, atom 4 (N): -0.7648, atom 5 (N): 0.0711